[1]
This record from the OMol25 dataset describes C23H49N3O31S7 as an isolated structure in a non-equilibrium geometry. The level of theory is ωB97M-V with the def2-TZVPD basis set.

Last column: Mulliken charge in e.
Positions of all 113 atoms, in Å:
C (-13.966, -17.185, 7.576)  -0.27
C (-14.308, -15.905, 6.906)  1.42
O (-13.225, -15.059, 7.251)  -0.23
S (-11.887, -15.868, 7.375)  1.01
O (-11.162, -15.535, 8.582)  -0.58
O (-11.221, -15.920, 6.137)  -0.53
O (-12.597, -17.356, 7.528)  -0.39
H (-14.527, -17.987, 7.019)  0.20
H (-14.208, -17.239, 8.588)  0.46
H (-15.227, -15.454, 7.338)  -0.36
H (-14.496, -16.049, 5.839)  -0.65
C (-15.456, -11.344, 7.964)  -0.31
C (-15.936, -10.325, 6.979)  -0.32
O (-16.617, -11.100, 5.970)  -0.24
S (-17.199, -12.446, 6.613)  0.91
O (-16.513, -13.507, 5.887)  -0.17
O (-18.618, -12.482, 6.613)  -0.66
O (-16.541, -12.330, 8.061)  -0.30
H (-15.283, -10.948, 8.951)  0.38
H (-14.552, -11.900, 7.669)  0.17
H (-15.129, -9.781, 6.483)  0.28
H (-16.677, -9.678, 7.394)  0.30
C (-21.391, -12.103, 0.360)  0.50
C (-22.786, -12.713, 0.285)  0.03
O (-23.675, -11.698, 0.674)  -0.42
S (-22.882, -10.717, 1.766)  1.07
O (-22.929, -11.476, 2.994)  -0.53
O (-23.343, -9.390, 1.570)  -0.57
O (-21.476, -10.839, 1.024)  -0.33
H (-20.878, -11.819, -0.615)  0.35
H (-20.701, -12.739, 0.903)  -0.61
H (-22.729, -13.433, 1.122)  0.08
H (-22.884, -13.175, -0.720)  0.31
C (-23.164, -15.444, 4.288)  -0.41
C (-22.351, -14.230, 4.472)  -0.20
O (-21.602, -14.197, 3.235)  -0.07
S (-21.141, -15.610, 2.952)  0.76
O (-20.134, -15.961, 3.898)  -0.18
O (-20.941, -15.762, 1.578)  -0.47
O (-22.436, -16.354, 3.410)  -0.38
H (-24.067, -15.113, 3.822)  0.32
H (-23.226, -15.968, 5.253)  0.30
H (-21.640, -14.196, 5.291)  0.16
H (-22.919, -13.278, 4.339)  0.22
C (-18.334, -16.190, 6.213)  0.13
C (-19.247, -17.357, 6.801)  -0.14
O (-19.378, -17.020, 8.190)  -0.46
S (-18.184, -15.989, 8.700)  1.29
O (-17.441, -16.728, 9.641)  -0.61
O (-18.882, -14.747, 8.918)  -0.57
O (-17.405, -16.013, 7.396)  -0.17
H (-18.908, -15.275, 6.057)  0.14
H (-17.717, -16.470, 5.378)  -0.18
H (-18.667, -18.325, 6.774)  0.29
H (-20.177, -17.518, 6.205)  0.25
C (-14.516, -11.229, 2.297)  0.11
C (-12.988, -11.253, 2.098)  -0.08
O (-12.580, -9.781, 2.166)  -0.42
S (-13.598, -9.049, 3.150)  1.04
O (-13.817, -7.732, 2.707)  -0.55
O (-13.300, -9.351, 4.533)  -0.55
O (-14.817, -9.943, 2.758)  -0.29
H (-14.845, -11.979, 2.994)  -0.01
H (-15.074, -11.314, 1.324)  0.20
H (-12.708, -11.555, 1.106)  0.30
H (-12.434, -11.739, 2.876)  0.25
C (-17.836, -18.559, -2.114)  -0.40
C (-18.717, -19.748, -2.581)  -0.41
O (-18.954, -20.430, -1.313)  -0.36
S (-19.370, -19.179, -0.308)  1.16
O (-19.011, -19.562, 0.977)  -0.59
O (-20.625, -18.661, -0.733)  -0.55
O (-18.246, -18.154, -0.769)  -0.12
H (-17.938, -17.704, -2.712)  0.33
H (-16.800, -18.900, -2.079)  0.30
H (-18.268, -20.454, -3.269)  0.33
H (-19.733, -19.485, -3.024)  0.26
C (-13.278, -16.534, -0.187)  -0.99
C (-13.022, -15.481, 0.906)  0.77
O (-12.833, -14.280, 0.630)  -0.64
N (-13.015, -15.985, 2.179)  -0.19
C (-12.785, -15.102, 3.323)  -0.13
H (-14.218, -16.268, -0.634)  0.14
H (-13.275, -17.587, 0.207)  0.25
H (-12.580, -16.520, -1.024)  0.42
H (-13.059, -17.010, 2.297)  0.23
H (-11.878, -15.368, 3.840)  0.38
H (-13.623, -15.148, 4.018)  -0.13
H (-12.558, -14.115, 2.842)  -0.05
C (-16.350, -16.422, 2.252)  1.09
C (-15.833, -17.606, 3.045)  0.46
O (-15.229, -17.481, 4.084)  -0.59
N (-16.195, -18.813, 2.579)  -0.09
C (-15.928, -20.023, 3.420)  -0.89
H (-15.497, -15.731, 2.130)  -0.31
H (-17.126, -16.000, 2.833)  -0.42
H (-16.715, -16.756, 1.231)  -0.16
H (-16.881, -18.845, 1.858)  0.04
H (-15.969, -21.009, 2.942)  0.34
H (-16.631, -19.894, 4.213)  0.27
H (-14.885, -19.900, 3.837)  0.25
C (-18.576, -14.722, -0.172)  -0.54
C (-18.190, -13.560, 0.706)  0.56
O (-17.749, -12.527, 0.220)  -0.70
N (-18.366, -13.698, 2.033)  1.04
C (-18.388, -12.521, 2.869)  0.01
H (-18.158, -14.604, -1.174)  0.39
H (-19.627, -14.801, -0.262)  0.26
H (-18.319, -15.655, 0.377)  -0.21
H (-18.858, -14.524, 2.371)  -0.63
H (-17.410, -11.998, 2.761)  -0.23
H (-18.655, -12.860, 3.872)  -0.07
H (-19.187, -11.780, 2.555)  0.14

## Properties
relative energy (zero: lowest compared OMol25 entry of this formula, charge and spin)	63.79	kJ/mol
maximum force	0.0755	hartree/bohr
HOMO level	-9.839	eV


[2]
This record from the OMol25 dataset describes C23H50AlClN2O7P as an isolated structure. The level of theory is ωB97M-V with the def2-TZVPD basis set.

Last column: Mulliken charge in e.
Positions of all 85 atoms, in Å:
C (-2.539, -4.570, -2.979)  -1.38
C (-2.215, -3.218, -2.345)  0.24
O (-2.215, -3.261, -0.917)  -0.29
P (-1.002, -3.852, -0.054)  0.48
O (-1.374, -5.089, 0.685)  -0.93
C (-0.320, -2.545, 0.933)  -0.46
C (-0.088, -1.139, 0.351)  -0.04
C (0.292, -0.160, 1.490)  2.90
C (-0.949, 0.271, 2.314)  -2.03
C (-2.386, 0.130, 1.782)  -1.32
C (-2.843, 0.928, 0.553)  0.96
C (-3.955, 0.202, -0.215)  -0.30
C (-4.696, 0.994, -1.308)  -1.06
C (-4.092, 1.080, -2.734)  -0.81
C (-2.584, 0.930, -2.860)  0.84
O (-2.275, 0.849, -4.244)  -0.48
C (-0.919, 0.550, -4.468)  -0.48
O (1.150, -0.879, 2.379)  -0.81
Al (2.751, -1.020, 1.636)  0.04
N (3.094, -2.540, 0.626)  -0.39
O (4.033, -0.799, 2.794)  -0.73
O (2.392, 0.309, 0.491)  -0.80
C (1.263, 0.996, 1.000)  1.92
C (0.813, 1.930, -0.137)  -2.58
C (-0.158, 3.096, 0.162)  -0.50
C (0.513, 4.479, 0.206)  -0.52
Cl (0.309, 5.337, 1.777)  -0.25
C (1.633, 1.876, 2.206)  -1.06
C (2.992, 2.576, 2.076)  -1.20
C (3.156, 3.767, 3.030)  -0.46
C (4.143, 4.812, 2.523)  -0.62
N (5.516, 4.280, 2.453)  -0.64
O (0.065, -4.070, -1.222)  -0.27
C (0.790, -5.304, -1.351)  -0.43
C (1.830, -5.475, -0.261)  -0.92
H (-1.776, -4.874, -3.702)  0.28
H (-2.575, -5.340, -2.198)  0.34
H (-3.512, -4.558, -3.476)  0.37
H (-1.250, -2.850, -2.697)  0.16
H (-2.972, -2.470, -2.598)  0.36
H (0.653, -2.971, 1.232)  0.02
H (-0.932, -2.499, 1.844)  0.30
H (0.745, -1.157, -0.365)  0.81
H (-0.979, -0.813, -0.209)  -0.97
H (-0.793, 1.300, 2.675)  0.53
H (-0.886, -0.364, 3.207)  0.41
H (-2.600, -0.932, 1.599)  0.33
H (-3.042, 0.420, 2.615)  0.53
H (-3.211, 1.922, 0.851)  0.84
H (-1.984, 1.089, -0.104)  -1.03
H (-3.533, -0.722, -0.625)  -0.24
H (-4.708, -0.129, 0.515)  0.52
H (-4.895, 2.012, -0.942)  0.35
H (-5.683, 0.523, -1.409)  0.39
H (-4.320, 2.064, -3.163)  0.22
H (-4.578, 0.348, -3.392)  0.34
H (-2.084, 1.799, -2.430)  -0.01
H (-2.201, 0.043, -2.340)  -0.32
H (-0.661, -0.435, -4.056)  0.12
H (-0.241, 1.292, -4.025)  0.24
H (-0.774, 0.535, -5.552)  0.29
H (2.939, -2.346, -0.358)  0.20
H (4.048, -2.871, 0.698)  0.18
H (4.888, -0.901, 2.397)  0.24
H (0.448, 1.305, -0.964)  -0.01
H (1.751, 2.371, -0.504)  0.94
H (-0.707, 2.946, 1.093)  0.47
H (-0.915, 3.143, -0.621)  0.17
H (0.076, 5.170, -0.522)  0.46
H (1.589, 4.420, 0.041)  0.23
H (1.619, 1.248, 3.101)  0.85
H (0.869, 2.650, 2.359)  0.16
H (3.791, 1.847, 2.269)  0.36
H (3.129, 2.922, 1.037)  0.51
H (2.188, 4.254, 3.188)  0.39
H (3.531, 3.404, 3.995)  0.35
H (4.170, 5.679, 3.189)  0.47
H (3.784, 5.152, 1.536)  0.20
H (5.680, 3.842, 1.558)  0.22
H (6.193, 5.023, 2.533)  0.22
H (1.263, -5.238, -2.338)  0.37
H (0.078, -6.139, -1.368)  0.35
H (1.369, -5.393, 0.727)  0.26
H (2.616, -4.718, -0.324)  0.19
H (2.270, -6.477, -0.350)  0.42

## Properties
total charge	-1
maximum force	0.0193	hartree/bohr
HOMO level	-5.544	eV


> Which of these has the lowest maximum force?

C23H50AlClN2O7P


> Which formula does entry 2 have?

C23H50AlClN2O7P


> Among the records above, which one has the highest HOMO level?

C23H50AlClN2O7P